[1]
8 unconnected molecules or ions with the total composition C47H91F3N12O3S, computed with ωB97M-V with the def2-TZVPD basis set.

Results
* total charge: +6
* LUMO: -10.9 eV
* HOMO-LUMO gap: 9.85 eV

Each line ends with the Mulliken charge.
Geometry (Å):
C 0.48814 19.84318 -11.20012  0.1067
F 0.40762 21.03317 -11.81347  -0.1889
F 1.54486 19.84922 -10.36839  -0.1371
F -0.61221 19.69040 -10.44999  -0.1639
S 0.58104 18.45064 -12.49619  0.6103
O 1.68654 18.75282 -13.39936  -0.3647
O 0.75869 17.23167 -11.71805  -0.4565
O -0.74952 18.58369 -13.10130  -0.3012
C 4.74641 18.51525 -8.21524  -0.9724
C 3.90415 17.30072 -8.63449  -0.5546
N 2.85321 17.04287 -7.64305  0.3290
C 1.49659 17.28930 -7.70856  -0.4107
C 0.94938 16.82069 -6.53925  -0.7778
N 1.91862 16.08063 -5.93562  0.1088
C 3.07628 16.26959 -6.55991  -0.2668
C 1.74875 15.25167 -4.73615  -0.7993
H 5.74815 18.41967 -8.63084  0.4401
H 4.86502 18.54222 -7.13007  0.3964
H 4.29622 19.48712 -8.43433  0.1241
H 4.63478 16.49854 -8.52806  0.3840
H 3.47973 17.35348 -9.63364  0.3088
H 0.92067 17.74440 -8.49689  0.6722
H -0.06567 16.80828 -6.18111  0.4925
H 3.97982 15.72836 -6.32805  0.4611
H 0.70586 15.23273 -4.43340  0.3045
H 2.39432 15.63175 -3.94918  0.3482
H 2.00121 14.22337 -4.99245  0.3675
C 3.40558 23.20505 -19.22841  -1.1956
C 3.16438 21.70080 -19.01459  -0.6135
N 3.23352 21.32407 -17.59798  0.3544
C 2.24552 21.47409 -16.67616  -0.9682
C 2.65845 20.93302 -15.49725  -0.4045
N 3.96440 20.55162 -15.68537  0.1820
C 4.29341 20.81109 -16.96516  -0.2709
C 4.79251 19.76703 -14.76865  -0.8292
H 3.45607 23.43558 -20.29113  0.4013
H 4.29065 23.59592 -18.73086  0.3469
H 2.53211 23.74248 -18.85422  0.3370
H 3.86246 21.07401 -19.56674  0.4230
H 2.18095 21.48131 -19.42978  0.3001
H 1.25815 21.81453 -16.94462  0.6970
H 2.13417 20.79645 -14.56637  0.7580
H 5.26661 20.61434 -17.38710  0.5085
H 5.64173 20.39327 -14.49290  0.3585
H 5.15821 18.90298 -15.31781  0.3771
H 4.25744 19.46910 -13.87304  0.2151
C -0.74567 16.39238 -15.65433  -0.8672
C 0.39898 17.33131 -16.05836  -0.3225
N 0.88169 17.07856 -17.41376  0.3827
C 1.45155 15.87792 -17.79738  -0.3018
C 1.80860 16.03160 -19.10227  -0.5795
N 1.47519 17.30169 -19.50559  0.1100
C 0.98574 17.93221 -18.43128  -0.2965
C 1.73630 17.89615 -20.80454  -0.6839
H -1.14932 16.51496 -14.65216  -0.0004
H -0.51613 15.34970 -15.86048  0.4992
H -1.62104 16.69400 -16.23725  0.3823
H 1.31702 17.30522 -15.46918  0.3212
H 0.05715 18.36405 -15.99080  -0.0215
H 1.53522 15.10732 -17.05167  0.5202
H 2.33059 15.40504 -19.80824  0.4417
H 0.58011 18.93017 -18.40983  0.5354
H 2.11187 17.12773 -21.47631  0.2906
H 2.56472 18.59316 -20.68084  0.2915
H 0.82368 18.34748 -21.18318  0.3356
C 4.95134 22.69360 -9.96333  -0.8505
C 6.17853 21.96748 -9.37504  -0.4810
N 7.46902 22.64987 -9.58220  0.2819
C 8.57256 22.45856 -8.77786  -0.3166
C 9.57205 23.24666 -9.29478  -0.5191
N 9.04712 23.83743 -10.42004  0.0532
C 7.76370 23.52481 -10.54748  0.0405
C 9.77192 24.84384 -11.20151  -0.8245
H 4.15385 21.95254 -10.00649  0.0125
H 5.01147 23.09596 -10.97430  0.4005
H 4.71222 23.51378 -9.28522  0.3827
H 6.22603 21.06532 -9.99370  0.3075
H 5.99858 21.60897 -8.36722  0.3482
H 8.54578 21.78135 -7.94244  0.4278
H 10.58478 23.47007 -9.00271  0.4841
H 7.09353 23.93183 -11.28133  0.2563
H 10.20683 25.52098 -10.47132  0.3676
H 9.09840 25.34044 -11.89560  0.3182
H 10.53714 24.38090 -11.82282  0.3333
C -1.24711 24.30644 -15.32623  -1.2541
C -0.62776 23.72405 -14.04618  -0.4594
N -1.52514 22.87031 -13.28458  0.4829
C -2.25911 23.27935 -12.20267  -0.8434
C -3.09855 22.28259 -11.85533  -0.5156
N -2.88558 21.25735 -12.78732  0.3063
C -1.90286 21.64774 -13.62858  -0.4083
C -3.61358 19.98595 -12.77260  -1.1953
H -2.09788 24.89826 -14.98213  0.3846
H -1.68179 23.51169 -15.93756  0.3304
H -0.54029 24.86007 -15.93479  0.4308
H -0.23419 24.54706 -13.45462  0.4634
H 0.21694 23.12513 -14.39923  0.0591
H -2.12446 24.27311 -11.81060  0.6678
H -3.94961 22.21984 -11.19996  0.7262
H -1.48454 21.06841 -14.43330  0.5785
H -3.37635 19.39231 -13.65546  0.2969
H -4.67299 20.22551 -12.78505  0.4608
H -3.29411 19.29572 -11.99424  0.3949
C 1.84073 12.38905 -11.24529  -1.3548
C 0.57236 12.82205 -10.54784  -0.1965
C -0.24243 13.72005 -11.49372  -0.7157
N -1.46542 14.35934 -10.86778  0.3633
C -2.37313 13.25187 -10.33843  -0.9846
C -1.00664 15.30402 -9.76784  -0.9925
C -1.96962 16.49977 -9.81262  0.6597
C -2.98590 16.17994 -10.88393  -0.6751
C -2.26296 15.22107 -11.83023  -0.4510
H 2.23820 13.19062 -11.88509  0.3094
H 1.69886 11.54977 -11.92271  0.3857
H 2.71212 12.23890 -10.60931  0.3701
H 0.73221 13.35749 -9.61048  0.3309
H -0.06174 11.95054 -10.37734  0.3301
H -0.58261 13.06069 -12.29130  0.5717
H 0.39327 14.56418 -11.76014  0.1546
H -3.33871 13.66544 -10.06488  0.3736
H -1.89169 12.76612 -9.49588  0.3834
H -2.48269 12.53243 -11.14728  0.3845
H -0.94747 14.80176 -8.80539  0.3500
H -0.01049 15.65770 -10.02573  0.3762
H -2.47164 16.66326 -8.86089  0.6241
H -1.41464 17.37466 -10.14923  -0.7071
H -3.89055 15.74139 -10.46513  0.3303
H -3.26640 17.06982 -11.44566  0.0841
H -2.82065 14.49925 -12.42085  0.5757
H -1.51777 15.76876 -12.40817  0.0942
C 1.70443 23.19094 -7.15802  -1.6606
C 0.42161 22.44418 -7.39765  -0.1513
C -0.57365 23.28706 -8.21243  -0.8940
N -2.01193 23.06859 -7.78829  0.5668
C -2.38370 21.59991 -7.86601  -0.9966
C -2.90915 23.93699 -8.67181  -0.0254
C -3.54679 24.95915 -7.72260  -0.6998
C -3.64931 24.20851 -6.40271  -0.7428
C -2.28170 23.53213 -6.36325  -0.6150
H 2.24312 23.34327 -8.09603  0.3130
H 2.34878 22.70789 -6.42297  0.4580
H 1.53821 24.17951 -6.72311  0.4201
H -0.07192 22.17719 -6.45318  0.3424
H 0.61801 21.41655 -7.72176  0.3138
H -0.49776 22.99181 -9.25769  0.4076
H -0.38226 24.33029 -7.97346  0.4939
H -2.37148 21.11635 -8.84060  0.0291
H -3.45224 21.62040 -7.63983  0.5616
H -1.84694 21.07971 -7.08251  0.4566
H -3.70602 23.30940 -9.06477  0.1740
H -2.38532 24.41924 -9.49136  -0.0154
H -4.50894 25.22450 -8.16093  0.4146
H -3.00202 25.88335 -7.53095  0.3537
H -4.48864 23.51113 -6.40232  0.3048
H -3.79780 24.85420 -5.53964  0.4385
H -2.22016 22.69004 -5.67572  0.3396
H -1.46701 24.19097 -6.06271  0.4358

***

[2]
10 unconnected molecules or ions with the total composition C47H98Br3N11O, computed with ωB97M-V with the def2-TZVPD basis set.

Results
* total charge: +3
* LUMO (spin up / spin down): -5.8 / -5.8 eV
* HOMO-LUMO gap (spin up / spin down): 3.03 / 5.88 eV
* expectation value of S²: 0.76
* 2S+1: 2

Each line ends with the Mulliken charge.
Geometry (Å):
C 5.14892 1.37763 1.81761  -0.4837
C 6.64721 1.59417 1.95552  -0.8709
N 7.20704 0.40445 2.56454  0.3231
C 7.95381 -0.53563 1.87824  -0.4907
C 8.44487 -1.44056 2.78107  -0.7196
N 7.94242 -1.12476 4.05780  0.2756
C 7.17955 0.02516 3.92979  -0.6960
C 8.25233 -1.79345 5.22466  -0.8752
H 4.92814 0.41587 1.35459  -0.0583
H 4.68351 2.22304 1.31087  0.4257
H 4.63184 1.21540 2.76334  0.3006
H 6.77632 2.40098 2.67697  0.3622
H 7.25385 1.70482 1.05672  0.2908
H 8.17153 -0.39311 0.83006  0.4789
H 9.06695 -2.30409 2.59739  0.4491
H 6.78365 0.62798 4.73371  0.3656
H 8.26421 -1.08370 6.05183  0.2858
H 9.17167 -2.37835 5.19638  0.3133
H 7.42565 -2.47157 5.43645  0.3307
C 2.26537 3.46285 -2.05869  -1.0900
C 1.59493 4.41543 -3.03828  -0.1805
N 0.78860 5.36591 -2.36236  0.3676
C 0.30148 6.55433 -2.97437  -0.5505
C -0.54980 7.20509 -2.06665  -0.4877
N -0.71897 6.36267 -0.97257  0.3763
C 0.19494 5.32552 -1.06784  -0.3664
C -1.54673 6.60543 0.17430  -0.6938
H 1.62038 2.83556 -1.44340  -0.0667
H 2.92496 4.04878 -1.41860  0.4345
H 2.93879 2.85265 -2.66058  0.5192
H 0.90704 3.90668 -3.71361  0.2180
H 2.35770 4.95757 -3.59718  0.4055
H 0.63028 6.80586 -3.97189  0.4984
H -1.10021 8.13211 -2.13051  0.4581
H 0.43482 4.60327 -0.30154  0.1005
H -2.05189 5.70823 0.53199  0.2908
H -2.25090 7.38005 -0.12934  0.2657
H -0.93817 7.01754 0.97924  0.3381
C 5.36136 -3.24818 0.91406  -1.0628
C 6.28488 -4.32929 0.35807  -0.4522
N 7.10328 -3.76811 -0.73710  0.2409
C 7.06171 -2.48841 -1.38773  -0.3146
C 8.04986 -2.50500 -2.30704  -0.6040
N 8.75377 -3.65784 -2.21795  0.1350
C 8.18573 -4.43146 -1.27241  -0.1947
C 9.98107 -3.86244 -2.88224  -0.8335
H 4.98378 -3.47452 1.91120  0.5078
H 4.54243 -2.93032 0.26874  0.4905
H 5.80755 -2.27122 1.09997  -0.0679
H 5.73393 -5.21929 0.05402  0.3382
H 6.95411 -4.67774 1.14472  0.4157
H 6.34214 -1.71850 -1.15140  0.5140
H 8.31088 -1.71230 -2.99253  0.4506
H 8.60887 -5.36258 -0.92547  0.3820
H 9.66301 -4.23943 -3.85426  0.3709
H 10.53430 -4.66174 -2.38911  0.2995
H 10.69134 -3.04393 -2.99908  0.3509
C -8.58751 3.33464 -1.07429  -1.3495
C -8.62560 1.96277 -1.85180  -0.4062
N -7.56591 1.02060 -1.58471  0.2148
C -6.90316 0.13101 -2.48953  -0.7596
C -5.90186 -0.50829 -1.72988  -0.2851
N -5.91349 -0.02768 -0.41906  0.4587
C -7.02580 0.85578 -0.36583  -0.3385
C -5.02685 -0.35606 0.63025  -0.9023
H -9.10650 3.13811 -0.13615  0.4746
H -9.11535 4.14440 -1.57805  0.3560
H -7.63671 3.74037 -0.72866  0.3409
H -8.57572 2.17827 -2.91912  0.3865
H -9.58790 1.45642 -1.77634  0.3607
H -7.14672 -0.01688 -3.53126  0.5038
H -5.25879 -1.33519 -1.99275  0.5428
H -7.17864 1.42209 0.54100  0.4606
H -5.33784 -1.30470 1.06781  0.3355
H -5.06334 0.42504 1.38963  0.3698
H -3.96674 -0.42086 0.38513  0.1672
C -0.65871 -6.58055 7.15751  -1.1659
C -0.51541 -7.21902 5.76147  -0.6629
C -0.54110 -6.16926 4.59308  -0.3708
C -0.43571 -6.90803 3.20061  -0.7857
N -0.84951 -6.01255 2.01345  0.0324
C -0.70638 -6.73885 0.66836  -0.4710
C -0.50210 -5.57624 -0.36295  -0.9190
C 0.07462 -4.40609 0.49434  -0.3732
C 0.27200 -4.95864 1.86018  -0.8127
C -2.29286 -5.40434 2.07689  -0.8555
H -1.71518 -6.40739 7.36247  0.3245
H -0.12298 -5.63133 7.14866  0.3199
H -0.16038 -7.26824 7.84078  0.3793
H -1.15020 -8.07832 5.54526  0.3952
H 0.49836 -7.61318 5.69059  0.3283
H 0.29764 -5.48597 4.72617  0.3347
H -1.40639 -5.52631 4.75433  0.3487
H -1.17124 -7.70388 3.08345  0.4541
H 0.58151 -7.14875 2.89172  0.3787
H -1.66489 -7.24498 0.55350  0.3955
H 0.16144 -7.39535 0.60516  0.4021
H -1.33267 -5.23144 -0.97888  0.3605
H 0.27267 -5.95322 -1.03057  0.3283
H -0.75275 -3.70022 0.56722  0.1006
H 0.96009 -3.87289 0.14831  0.5685
H 0.08082 -4.21876 2.63744  0.5521
H 1.22515 -5.48728 1.87194  0.4138
H -2.40957 -5.03273 1.05886  0.4754
H -2.28338 -4.54772 2.75085  0.2128
H -3.04082 -6.14162 2.36854  0.2508
C -6.94193 6.74216 -4.30158  -1.2816
C -7.12561 5.32807 -3.67425  -0.6050
C -6.03967 4.32148 -4.15764  -0.3931
C -4.66442 4.41531 -3.46605  -0.5214
N -3.69633 3.34344 -3.88163  0.8584
C -4.07335 1.87576 -3.58744  -0.3300
C -2.79867 1.20554 -3.18584  -0.7451
C -1.68829 2.28250 -3.14862  0.3191
C -2.37136 3.56442 -3.12730  -0.7216
C -3.41199 3.43217 -5.43527  -1.1889
H -7.34072 7.46120 -3.58600  0.3778
H -7.44293 6.80628 -5.26750  0.3234
H -5.87453 6.94692 -4.38415  0.3044
H -8.12532 4.96245 -3.90877  0.4685
H -7.14593 5.38719 -2.58604  0.2377
H -5.90721 4.32335 -5.23956  0.2650
H -6.52339 3.35071 -4.04938  0.1823
H -4.81004 4.42338 -2.38585  0.1233
H -4.11889 5.32933 -3.70071  0.4523
H -4.57230 1.43472 -4.45035  0.4919
H -4.73365 1.90563 -2.72071  0.0458
H -2.63395 0.45806 -3.96189  0.3922
H -2.92979 0.61105 -2.28170  0.0830
H -1.03147 2.19059 -4.01362  0.4595
H -1.09385 2.19796 -2.23889  -0.3975
H -1.79416 4.39113 -3.54141  0.3399
H -2.66652 3.84176 -2.11534  0.1780
H -4.28611 3.37784 -6.08415  0.3425
H -2.84009 2.56995 -5.77821  0.4047
H -2.97106 4.40229 -5.66451  0.3732
C 1.07035 0.24242 3.03372  -0.4970
N 0.72471 0.06524 1.57149  0.5611
C 0.93625 1.36993 0.75193  -1.0618
C 1.68421 -0.94203 0.93469  -0.5571
C -0.73926 -0.36420 1.51569  -0.3014
C -1.81255 0.67058 1.81457  -0.8373
O -1.85609 1.46514 0.70218  0.5131
H 0.81867 -0.63368 3.63139  0.2925
H 0.49942 1.08491 3.42403  0.3743
H 2.12706 0.49265 3.12779  0.1822
H 2.01414 1.51323 0.67634  0.3106
H 0.39669 2.16344 1.26894  0.1417
H 0.47085 1.05970 -0.18363  0.4311
H 2.72603 -0.72060 1.16636  -0.0467
H 1.59983 -0.87395 -0.14991  0.3759
H 1.39828 -1.89023 1.38995  0.1318
H -0.87986 -1.28681 2.07883  0.1093
H -0.99451 -0.76918 0.53644  0.3305
H -1.84449 1.35567 2.66176  0.3375
H -2.81913 0.28929 1.98638  0.2567
H -2.50578 2.16915 0.76442  -0.3834
Br -1.78282 -2.14393 4.67929  -0.7194
Br 1.04868 4.77527 2.51254  -0.7301
Br -4.50493 3.44126 0.50469  -0.7340

***

Number 1: electronic energy -93168.653 eV. Number 2: electronic energy -278866.918 eV.